# 1
{
  "formula": "C22H56F8N8O20S8",
  "method": "the ωB97M-V functional and the def2-TZVPD basis",
  "species": ["C", "C", "N", "C", "C", "C", "C", "C", "O", "C", "H", "H", "H", "H", "H", "H", "H", "H", "H", "H", "H", "H", "H", "H", "H", "H", "H", "H", "H", "H", "C", "C", "N", "C", "C", "C", "C", "C", "O", "C", "H", "H", "H", "H", "H", "H", "H", "H", "H", "H", "H", "H", "H", "H", "H", "H", "H", "H", "H", "H", "C", "C", "O", "N", "H", "H", "C", "H", "H", "H", "H", "H", "H", "C", "C", "O", "N", "H", "H", "C", "H", "H", "H", "H", "H", "H", "N", "S", "O", "O", "F", "S", "O", "O", "F", "N", "S", "O", "O", "F", "S", "O", "O", "F", "N", "S", "O", "O", "F", "S", "O", "O", "F", "N", "S", "O", "O", "F", "S", "O", "O", "F"],
  "coordinates": [[-3.157, 6.465, 5.299], [-3.181, 5.543, 4.087], [-3.600, 4.072, 4.350], [-2.779, 3.585, 5.615], [-5.136, 4.007, 4.577], [-5.806, 2.588, 4.804], [-3.148, 3.081, 3.195], [-3.896, 3.205, 1.905], [-3.677, 4.527, 1.374], [-4.426, 4.852, 0.226], [-4.130, 6.339, 5.774], [-3.034, 7.492, 4.955], [-2.265, 6.381, 5.919], [-2.216, 5.476, 3.585], [-3.897, 5.931, 3.363], [-1.725, 3.557, 5.339], [-3.022, 2.527, 5.711], [-2.909, 4.126, 6.552], [-5.573, 4.514, 3.717], [-5.404, 4.683, 5.389], [-5.419, 2.290, 5.779], [-5.578, 1.953, 3.948], [-6.861, 2.833, 4.925], [-3.279, 2.076, 3.597], [-2.109, 3.410, 3.149], [-4.937, 2.911, 2.043], [-3.458, 2.484, 1.215], [-4.148, 4.262, -0.648], [-4.225, 5.875, -0.093], [-5.494, 4.716, 0.395], [5.729, -6.496, 3.455], [4.414, -5.889, 3.034], [3.691, -6.496, 1.788], [4.602, -6.170, 0.554], [3.771, -8.051, 1.866], [3.001, -8.731, 2.977], [2.234, -5.858, 1.580], [2.142, -4.382, 1.186], [2.873, -3.373, 1.942], [3.062, -2.293, 1.148], [5.596, -7.529, 3.774], [6.171, -5.959, 4.294], [6.511, -6.543, 2.696], [4.365, -4.828, 2.793], [3.725, -5.910, 3.879], [4.642, -5.081, 0.598], [4.191, -6.600, -0.360], [5.613, -6.543, 0.719], [4.802, -8.402, 1.916], [3.405, -8.381, 0.893], [3.530, -8.594, 3.920], [3.003, -9.806, 2.798], [1.940, -8.495, 3.053], [1.733, -6.113, 2.514], [1.781, -6.487, 0.813], [1.092, -4.095, 1.244], [2.347, -4.278, 0.120], [3.446, -2.558, 0.163], [3.859, -1.625, 1.476], [2.115, -1.758, 1.079], [-2.108, -0.536, -5.578], [-0.899, 0.282, -5.923], [-0.944, 1.360, -6.554], [0.480, -0.394, -5.743], [0.544, -1.234, -5.186], [0.642, -0.803, -6.652], [1.673, 0.572, -5.408], [-1.995, -1.603, -5.768], [-2.963, -0.181, -6.153], [-2.477, -0.455, -4.556], [1.493, 0.963, -4.406], [1.864, 1.317, -6.181], [2.592, -0.014, -5.393], [-1.032, 2.517, -0.965], [-0.581, 1.332, -1.666], [-1.070, 0.695, -2.556], [0.727, 0.740, -1.153], [1.450, 1.348, -1.509], [0.763, 0.798, -0.145], [0.830, -0.687, -1.556], [-2.118, 2.528, -0.865], [-0.700, 3.412, -1.492], [-0.809, 2.606, 0.098], [-0.014, -1.340, -1.332], [1.733, -1.127, -1.135], [1.049, -0.686, -2.624], [0.276, -2.659, -4.225], [1.564, -3.457, -3.791], [1.734, -4.733, -4.459], [2.140, -3.296, -2.447], [2.606, -2.527, -4.667], [-0.877, -3.649, -3.490], [-0.830, -3.743, -2.021], [-1.435, -4.806, -4.112], [-2.095, -2.615, -3.619], [0.207, 0.518, 1.527], [0.733, 1.089, 2.764], [1.887, 0.416, 3.384], [-0.270, 1.618, 3.725], [1.387, 2.358, 2.013], [-0.827, -0.648, 2.105], [-2.163, -0.232, 2.463], [-0.216, -1.794, 2.760], [-1.277, -1.289, 0.707], [2.579, 2.192, -2.488], [2.810, 3.335, -3.364], [2.751, 3.074, -4.805], [3.698, 4.417, -2.937], [1.383, 4.030, -3.062], [4.169, 1.629, -2.757], [5.246, 2.278, -1.983], [4.500, 1.023, -4.032], [3.962, 0.264, -1.906], [-2.690, 5.838, -5.184], [-2.291, 4.395, -5.053], [-3.127, 3.462, -4.281], [-0.896, 4.124, -4.940], [-2.581, 4.088, -6.620], [-2.783, 6.093, -3.582], [-1.745, 5.540, -2.689], [-4.127, 6.148, -2.968], [-2.433, 7.667, -3.525]],
  "lowdin_charge": [-0.07, -0.16, -0.20, 0.04, -0.15, -0.03, -0.07, -0.18, -0.19, -0.08, 0.08, 0.09, 0.08, 0.13, 0.12, 0.10, 0.09, 0.10, 0.12, 0.11, 0.07, 0.07, 0.09, 0.12, 0.12, 0.12, 0.13, 0.09, 0.10, 0.09, -0.06, -0.15, -0.20, 0.04, -0.18, -0.06, -0.01, -0.15, -0.17, -0.14, 0.07, 0.10, 0.08, 0.11, 0.13, 0.10, 0.11, 0.09, 0.12, 0.12, 0.08, 0.09, 0.08, 0.12, 0.14, 0.14, 0.11, 0.09, 0.11, 0.08, 0.01, -0.30, 0.14, 0.11, 0.04, 0.17, 0.03, 0.08, 0.10, 0.08, 0.06, 0.10, 0.08, 0.05, -0.36, 0.16, 0.09, 0.07, 0.08, -0.03, 0.10, 0.10, 0.08, 0.08, 0.07, 0.07, -0.31, 0.53, -0.27, -0.31, -0.21, 0.57, -0.30, -0.25, -0.20, -0.31, 0.46, -0.28, -0.32, -0.19, 0.59, -0.28, -0.26, -0.19, -0.28, 0.40, -0.28, -0.26, -0.19, 0.63, -0.26, -0.26, -0.22, -0.25, 0.41, -0.32, -0.29, -0.21, 0.57, -0.32, -0.33, -0.21],
  "largest_force_ev_per_a": 13.8,
  "multiplicity": 1,
  "homo_energy_ev": -8.4,
  "gap_ev": 7.873
}

# 2
{
  "formula": "C27H76O11",
  "method": "the ωB97M-V functional and the def2-TZVPD basis",
  "species": ["C", "C", "C", "O", "H", "H", "H", "H", "H", "H", "H", "H", "C", "C", "C", "O", "H", "H", "H", "H", "H", "H", "H", "H", "C", "C", "C", "O", "H", "H", "H", "H", "H", "H", "H", "H", "C", "C", "C", "O", "H", "H", "H", "H", "H", "H", "H", "H", "C", "C", "C", "O", "H", "H", "H", "H", "H", "H", "H", "H", "C", "C", "C", "O", "H", "H", "H", "H", "H", "H", "H", "H", "C", "C", "C", "O", "H", "H", "H", "H", "H", "H", "H", "H", "C", "C", "C", "O", "H", "H", "H", "H", "H", "H", "H", "H", "C", "O", "H", "H", "H", "H", "C", "O", "H", "H", "H", "H", "C", "O", "H", "H", "H", "H"],
  "coordinates": [[0.439, 4.805, -4.894], [1.034, 3.417, -5.157], [0.111, 2.330, -4.624], [1.472, 3.222, -6.448], [1.219, 5.481, -5.243], [0.231, 5.078, -3.859], [-0.519, 4.972, -5.387], [1.918, 3.429, -4.520], [0.699, 1.565, -4.117], [-0.547, 1.949, -5.405], [-0.467, 2.701, -3.778], [0.746, 3.258, -7.075], [0.843, -4.611, -3.151], [1.434, -3.181, -3.090], [2.520, -2.974, -4.140], [0.335, -2.345, -3.483], [0.568, -4.979, -2.163], [1.561, -5.372, -3.459], [-0.096, -4.691, -3.698], [1.784, -2.973, -2.079], [3.338, -3.687, -4.037], [2.982, -1.990, -4.059], [2.031, -2.931, -5.113], [0.388, -2.205, -4.432], [-7.160, 0.064, -0.121], [-5.998, -0.966, -0.434], [-4.619, -0.393, -0.237], [-6.095, -2.168, 0.322], [-7.463, 0.092, 0.926], [-8.046, -0.190, -0.703], [-6.734, 0.962, -0.568], [-6.259, -1.353, -1.419], [-4.568, -0.075, 0.804], [-4.179, 0.384, -0.862], [-3.870, -1.177, -0.351], [-5.276, -2.669, 0.350], [0.229, -0.362, 4.021], [1.132, 0.704, 4.642], [0.676, 1.116, 6.044], [2.447, 0.182, 4.794], [0.656, -1.025, 3.268], [-0.619, 0.140, 3.557], [-0.088, -1.022, 4.829], [1.001, 1.625, 4.075], [-0.383, 1.369, 6.081], [1.045, 2.106, 6.311], [0.902, 0.308, 6.741], [2.459, -0.778, 4.798], [4.219, -3.382, 0.588], [3.757, -1.972, 0.287], [4.413, -1.412, -0.954], [2.363, -2.105, 0.115], [3.604, -3.872, 1.343], [5.259, -3.406, 0.914], [4.110, -4.071, -0.250], [3.938, -1.432, 1.216], [4.487, -0.346, -0.738], [3.950, -1.668, -1.907], [5.469, -1.681, -0.964], [2.030, -1.558, -0.600], [-0.842, -0.291, 0.122], [-0.341, 0.577, -1.095], [0.348, 1.854, -0.614], [0.669, -0.087, -1.768], [-0.020, -0.810, 0.615], [-1.518, -1.100, -0.155], [-1.316, 0.348, 0.867], [-1.241, 0.779, -1.675], [0.588, 2.563, -1.406], [1.191, 1.547, 0.007], [-0.308, 2.397, 0.066], [0.283, -0.766, -2.327], [3.427, 3.032, 1.660], [4.143, 3.564, 2.907], [3.026, 4.019, 3.916], [4.922, 2.594, 3.431], [4.135, 2.616, 0.944], [2.806, 3.776, 1.161], [2.652, 2.293, 1.860], [4.756, 4.451, 2.753], [2.167, 3.391, 4.152], [2.414, 4.835, 3.531], [3.466, 4.430, 4.825], [4.445, 1.900, 3.891], [-0.456, -5.520, 2.706], [0.351, -4.620, 1.725], [-0.518, -3.899, 0.756], [1.001, -3.688, 2.481], [-0.841, -6.403, 2.197], [-1.367, -5.101, 3.134], [0.005, -6.064, 3.531], [1.118, -5.251, 1.277], [-1.189, -3.228, 1.290], [-1.128, -4.664, 0.275], [-0.003, -3.399, -0.064], [1.632, -3.282, 1.882], [-2.324, 3.157, 3.364], [-1.488, 4.313, 3.456], [-1.700, 2.348, 2.985], [-2.785, 2.862, 4.306], [-3.023, 3.254, 2.533], [-1.953, 4.785, 4.151], [-2.686, -1.728, -3.366], [-2.074, -2.567, -2.488], [-3.734, -2.020, -3.293], [-2.583, -0.662, -3.161], [-2.298, -1.789, -4.382], [-1.126, -2.522, -2.632], [-3.256, 4.646, -0.274], [-4.020, 4.400, -1.409], [-3.139, 5.722, -0.140], [-3.808, 4.254, 0.580], [-2.318, 4.108, -0.414], [-4.953, 4.406, -1.183]],
  "lowdin_charge": [-0.06, -0.54, -0.05, -0.02, 0.08, 0.07, 0.08, 0.14, 0.06, 0.08, 0.07, 0.10, -0.03, -0.41, -0.04, -0.11, 0.07, 0.08, 0.09, 0.11, 0.09, 0.08, 0.09, 0.11, -0.03, -0.47, -0.07, -0.06, 0.08, 0.07, 0.07, 0.12, 0.09, 0.08, 0.06, 0.08, -0.04, -0.49, -0.06, -0.05, 0.06, 0.06, 0.09, 0.11, 0.07, 0.07, 0.09, 0.09, -0.06, -0.48, -0.02, -0.08, 0.07, 0.08, 0.08, 0.14, 0.08, 0.07, 0.08, 0.05, -0.03, -0.47, -0.04, -0.05, 0.06, 0.05, 0.07, 0.12, 0.07, 0.07, 0.06, 0.05, -0.06, -0.50, -0.05, -0.03, 0.07, 0.07, 0.06, 0.14, 0.05, 0.07, 0.08, 0.09, -0.05, -0.52, -0.06, -0.05, 0.07, 0.08, 0.07, 0.14, 0.09, 0.08, 0.06, 0.05, -0.15, -0.12, 0.06, 0.09, 0.05, 0.07, -0.20, -0.12, 0.09, 0.07, 0.08, 0.01, -0.17, -0.12, 0.08, 0.07, 0.07, 0.07],
  "largest_force_ev_per_a": 3.9,
  "smiles": "CC(C)O.CC(C)O.CC(C)O.CC(C)O.CC(C)O.CC(C)O.CC(C)O.CC(C)O.CO.CO.CO",
  "multiplicity": 1,
  "homo_energy_ev": -9.7,
  "gap_ev": 10.056
}

# 3
{
  "formula": "C2H3F2N",
  "method": "the ωB97M-V functional and the def2-TZVPD basis",
  "species": ["C", "C", "N", "F", "F", "H", "H", "H"],
  "coordinates": [[0.098, -0.148, -0.398], [1.442, 0.153, 0.102], [0.474, -0.215, 0.982], [2.126, 1.218, -0.151], [2.624, -0.919, -0.048], [-0.423, 0.654, -0.844], [-0.229, -0.926, -0.998], [0.229, 0.299, 1.817]],
  "lowdin_charge": [-0.05, -0.47, 0.14, 0.16, -0.11, 0.10, 0.09, 0.14],
  "largest_force_ev_per_a": 5.6,
  "smiles": "FC1(F)CN1",
  "multiplicity": 1,
  "homo_energy_ev": -10.9,
  "gap_ev": 11.779
}

# 4
{
  "formula": "C4H12NOS",
  "method": "the ωB97M-V functional and the def2-TZVPD basis",
  "species": ["C", "N", "C", "C", "S", "C", "H", "H", "H", "H", "H", "H", "H", "H", "H", "H", "H", "H", "O"],
  "coordinates": [[-0.154, -1.181, 0.524], [0.716, -0.069, 0.199], [0.038, 1.271, 0.048], [-0.265, 1.466, -1.401], [-1.406, 2.857, -1.793], [0.963, 2.370, 0.622], [0.140, -1.655, 1.465], [-1.170, -0.878, 0.849], [-0.318, -1.871, -0.294], [1.489, -0.062, 0.847], [-0.803, 1.181, 0.741], [0.672, 1.470, -1.981], [-0.750, 0.612, -1.892], [1.076, 2.143, 1.678], [0.308, 3.251, 0.666], [1.721, 2.578, -0.121], [-0.159, -4.244, 0.397], [-1.235, -4.423, -0.664], [-0.862, -4.817, 0.110]],
  "lowdin_charge": [-0.17, -0.11, -0.51, -0.77, 0.05, -0.09, 0.07, 0.08, 0.05, 0.07, 0.11, 0.05, 0.02, 0.06, 0.05, 0.07, 0.01, 0.02, -0.05],
  "largest_force_ev_per_a": 2.8,
  "total_charge": -1,
  "multiplicity": 1,
  "homo_energy_ev": -2.2,
  "gap_ev": 5.399
}